Record 1
This record from the OMol25 dataset describes FH2NS in the gas phase in a non-equilibrium geometry. The level of theory is the ωB97M-V functional and the def2-TZVPD basis.

Each line ends with the Mulliken charge.
CARTESIAN COORDINATES (ANGSTROEM)
N 0.700 -0.273 0.241  -0.18
F 1.818 0.502 -0.073  -0.17
S -0.600 0.743 0.084  -0.10
H 0.850 -0.630 1.239  0.28
H -0.519 0.846 -1.395  0.17

Output
lowest unoccupied orbital energy	0.69	eV
SMILES	FNS
energy above the lowest of the compared OMol25 structures with the same formula, charge and spin	23.2	kJ/mol
molecular weight	67.09	Da
total energy	-15072.2533	eV

Record 2
This record from the OMol25 dataset describes 14 unconnected molecules or ions with the total composition C22H26Cl52NOP2S in a non-equilibrium geometry. The level of theory is the ωB97M-V functional and the def2-TZVPD basis.

Each line ends with the Mulliken charge.
CARTESIAN COORDINATES (ANGSTROEM)
C -4.137 1.991 2.457  -0.29
P -5.111 0.419 2.153  -0.33
O -4.842 -0.357 3.647  -0.32
P -4.093 -0.677 0.397  0.69
C -4.098 0.931 -0.678  -1.25
C -2.813 1.312 -1.461  -0.88
C -1.448 0.845 -0.949  0.13
S -0.626 2.072 0.116  -0.01
C -4.180 -2.403 1.255  -1.04
C -2.895 -3.261 1.240  -0.80
C -1.601 -2.609 1.719  -0.62
C -1.724 -1.799 2.999  1.50
C -0.425 -1.002 3.282  -0.62
N -0.643 0.442 3.397  -0.56
H -3.455 2.175 1.631  -0.45
H -4.832 2.823 2.507  0.34
H -3.561 1.944 3.383  0.32
H -4.048 -0.024 4.082  0.26
H -5.446 -0.941 -0.129  -0.04
H -3.455 -1.356 -0.757  -0.07
H -2.798 -0.350 0.999  -0.58
H -4.854 0.744 -1.439  0.52
H -4.470 1.821 -0.165  0.61
H -2.904 0.977 -2.493  0.41
H -2.771 2.400 -1.532  0.31
H -1.446 -0.129 -0.479  -0.30
H -0.777 0.777 -1.804  0.35
H -1.718 2.626 0.656  -0.07
H -4.893 -2.958 0.642  0.59
H -4.602 -2.419 2.262  0.22
H -2.777 -3.681 0.242  0.37
H -3.073 -4.121 1.891  0.26
H -0.868 -3.399 1.915  0.49
H -1.160 -2.015 0.919  0.09
H -2.545 -1.094 2.968  -1.29
H -1.849 -2.468 3.852  0.20
H 0.259 -1.166 2.450  0.39
H 0.044 -1.373 4.192  0.07
H -1.621 0.680 3.413  0.28
H -0.173 0.957 2.671  0.23
C 1.963 4.321 2.615  0.24
Cl 0.255 4.032 2.347  0.02
Cl 2.359 4.042 4.314  -0.11
Cl 2.932 3.245 1.607  -0.07
Cl 2.322 6.010 2.193  -0.13
C -4.646 -6.113 4.688  0.30
Cl -3.325 -7.201 4.234  -0.12
Cl -4.250 -4.471 4.205  0.02
Cl -6.134 -6.629 3.889  -0.12
Cl -4.856 -6.162 6.444  -0.10
C 3.364 4.626 -2.654  0.17
Cl 2.901 5.313 -1.092  0.07
Cl 4.520 3.316 -2.405  -0.06
Cl 1.951 4.006 -3.499  -0.04
Cl 4.137 5.885 -3.636  -0.10
C 0.564 -2.671 -4.775  0.27
Cl -1.135 -3.143 -4.807  -0.10
Cl 1.267 -3.088 -3.215  -0.07
Cl 1.437 -3.514 -6.061  -0.03
Cl 0.694 -0.927 -5.035  -0.08
C 7.381 2.510 -4.876  0.25
Cl 8.810 2.002 -5.783  -0.11
Cl 7.223 1.532 -3.413  -0.09
Cl 7.542 4.209 -4.423  -0.06
Cl 5.944 2.310 -5.876  0.04
C 2.023 -3.822 -10.158  0.36
Cl 3.443 -3.002 -10.818  -0.08
Cl 1.049 -4.496 -11.466  -0.10
Cl 2.553 -5.127 -9.090  -0.11
Cl 1.077 -2.656 -9.239  -0.07
C -2.617 -3.445 9.126  0.21
Cl -3.361 -1.947 9.694  -0.11
Cl -3.102 -4.781 10.183  -0.11
Cl -3.132 -3.791 7.480  0.08
Cl -0.859 -3.292 9.152  -0.07
C 7.291 -0.532 -9.949  0.23
Cl 6.784 0.395 -8.538  0.01
Cl 7.906 0.567 -11.190  -0.11
Cl 8.560 -1.670 -9.487  -0.11
Cl 5.899 -1.422 -10.572  -0.04
C -2.384 6.941 4.428  0.27
Cl -0.741 6.823 3.801  -0.03
Cl -2.338 7.428 6.128  -0.12
Cl -3.285 8.145 3.498  -0.11
Cl -3.176 5.372 4.283  -0.05
C 5.091 5.059 -8.368  0.22
Cl 4.481 6.269 -9.502  -0.11
Cl 4.500 5.416 -6.744  0.02
Cl 4.530 3.459 -8.865  -0.06
Cl 6.858 5.088 -8.371  -0.09
C 1.132 -6.888 8.607  0.25
Cl 2.468 -5.812 8.193  -0.08
Cl 1.518 -8.528 8.070  -0.11
Cl 0.883 -6.885 10.358  -0.11
Cl -0.329 -6.329 7.803  0.03
C 3.327 -4.919 3.829  0.33
Cl 2.673 -3.369 4.353  -0.07
Cl 2.698 -5.310 2.226  -0.09
Cl 5.092 -4.825 3.763  -0.11
Cl 2.851 -6.173 4.977  -0.05
C -0.925 7.555 -2.724  0.25
Cl -1.776 8.534 -1.523  -0.10
Cl -1.984 6.261 -3.287  -0.09
Cl -0.462 8.577 -4.094  -0.12
Cl 0.521 6.852 -1.999  0.04

Output
lowest unoccupied orbital energy	1.07	eV
charge	-1
molecular weight	2258.03	Da
total energy	-707346.0369	eV

Record 3
This record from the OMol25 dataset describes a molecular structure, C32H29HgN9O3. The level of theory is the ωB97M-V functional and the def2-TZVPD basis.

Each line ends with the Löwdin spin population.
CARTESIAN COORDINATES (ANGSTROEM)
Hg 0.991 0.745 0.285  0.01
C 4.659 0.048 -2.330  0.00
C 3.644 -0.271 -1.250  0.00
O 2.441 0.060 -1.532  0.00
C 4.075 -0.904 -0.101  0.00
C 3.266 -1.356 0.997  0.00
C 3.870 -2.380 1.923  0.00
N 2.055 -0.951 1.226  0.00
N 1.337 -1.621 2.207  0.00
C 0.468 -0.838 2.815  0.00
O 0.334 0.410 2.694  0.00
C -0.532 -1.579 3.667  0.00
C -0.404 -2.937 3.955  0.00
C -1.408 -3.605 4.640  0.00
C -2.554 -2.926 5.042  0.00
C -2.679 -1.571 4.769  0.00
C -1.669 -0.900 4.091  0.00
H 4.355 -0.439 -3.259  0.00
H 5.669 -0.267 -2.068  0.00
H 4.652 1.124 -2.517  0.00
H 5.123 -1.166 -0.047  0.00
H 4.921 -2.539 1.687  0.00
H 3.331 -3.324 1.824  0.00
H 3.758 -2.070 2.961  0.00
H 0.484 -3.454 3.616  0.00
H -1.300 -4.661 4.862  0.00
H -3.342 -3.451 5.569  0.00
H -3.573 -1.037 5.070  0.00
H -1.750 0.152 3.848  0.00
N -2.493 -2.504 1.158  0.03
C -1.368 -1.968 0.606  0.03
N -1.248 -0.758 0.211  0.01
C -2.293 0.143 0.441  0.11
N -2.165 1.419 0.263  -0.06
N -0.938 1.862 -0.049  0.17
C -0.842 3.121 -0.446  0.17
C 0.417 3.668 -0.763  0.10
C 0.555 4.956 -1.347  0.05
C 1.789 5.403 -1.725  0.04
C 2.920 4.583 -1.525  0.11
C 2.720 3.356 -0.929  0.01
N 1.530 2.908 -0.539  0.12
C -3.568 -0.377 0.949  0.00
C -4.703 0.417 1.119  0.02
C -5.862 -0.111 1.658  0.00
C -5.906 -1.448 2.043  0.03
C -4.793 -2.253 1.879  0.00
C -3.632 -1.718 1.335  0.02
H -2.418 -3.378 1.652  0.00
H -0.526 -2.645 0.508  0.00
H -1.745 3.708 -0.580  0.01
H -0.333 5.557 -1.501  0.00
H 1.897 6.380 -2.181  0.00
H 3.912 4.896 -1.819  0.01
H 3.554 2.687 -0.742  0.00
H -4.639 1.456 0.827  0.00
H -6.733 0.518 1.786  0.00
H -6.810 -1.863 2.472  0.00
H -4.810 -3.294 2.182  0.00
N 1.488 -1.874 -3.358  0.00
C 1.303 -1.154 -4.494  0.00
O 1.641 -1.529 -5.607  0.00
C 0.607 0.158 -4.287  0.00
C 1.025 1.273 -4.996  0.00
C 0.377 2.476 -4.781  0.00
C -0.698 2.499 -3.902  0.00
N -1.136 1.429 -3.246  0.00
C -0.470 0.291 -3.417  0.00
H 2.073 -2.688 -3.461  0.00
H 1.614 -1.321 -2.508  0.00
H 1.853 1.184 -5.687  0.00
H 0.691 3.382 -5.281  0.00
H -1.234 3.424 -3.716  0.00
H -0.822 -0.562 -2.846  0.00

Output
lowest unoccupied orbital energy (spin up / spin down)	2.66 / 2.48	eV
charge	-1
⟨S²⟩	0.79
energy above the lowest of the compared OMol25 structures with the same formula, charge and spin	6.9	kJ/mol
spin multiplicity	2
molecular weight	788.23	Da
total energy	-57384.6548	eV

Which of these has the lowest total energy? C22H26Cl52NOP2S

Which value of total energy does entry 2 give? -707346.0369 eV

What is the molecular weight in the third record? 788.23 Da